Record 1
{"formula": "C2H3ClN2", "method": "ωB97M-V/def2-TZVPD", "symbols": ["N", "C", "H", "C", "N", "H", "H", "Cl"], "coordinates": [[1.84617, -1.36161, -0.65545], [-1.20551, 0.25204, -0.11622], [-2.05181, -0.27845, 0.31506], [-0.10178, 0.46498, 0.78131], [0.73181, 0.69698, 1.52101], [-1.27891, 1.20165, -0.68334], [-0.98969, -0.51609, -0.82288], [3.04972, -0.45949, -0.33948]], "gap_ev": [8.6, 8.6], "e_tot_ev": -17620.6449, "molar_mass_g_mol": 90.5, "lumo_energy_ev": [-0.87, -0.83], "e_above_lowest_ev": 4.7639}

---

Record 2
{"formula": "C2H3ClN2O", "method": "ωB97M-V/def2-TZVPD", "symbols": ["N", "C", "O", "H", "N", "H", "H", "C", "Cl"], "coordinates": [[0.36216, 1.64601, -0.18450], [0.74914, -0.87588, 1.45156], [-0.74183, 1.17946, -0.34102], [1.15833, 0.14610, 1.63801], [-0.00910, -1.03722, 0.54365], [-0.40174, -0.73737, -1.32803], [-1.90611, -0.89857, -0.22330], [-0.85279, -0.59818, -0.29715], [1.64194, 1.17564, -1.25921]], "gap_ev": [7.4, 8.4], "e_tot_ev": -19665.6740, "molar_mass_g_mol": 106.5, "lumo_energy_ev": [-1.00, -0.38], "e_above_lowest_ev": 6.8963}

---

Record 3
{"formula": "C2H3ClN2O", "method": "ωB97M-V/def2-TZVPD", "symbols": ["C", "N", "H", "N", "C", "Cl", "H", "O", "H"], "coordinates": [[-0.77575, -0.36789, 1.70803], [-1.59911, -0.97509, -0.24936], [0.42666, -0.10794, -1.71774], [-0.60471, -1.06460, 0.66949], [-2.72292, -0.53860, -0.10013], [0.34260, 0.30083, -2.95086], [0.09998, -0.25029, 2.31476], [-3.89200, -0.34912, -0.19804], [-1.39853, 0.51614, 1.72646]], "gap_ev": 10.5, "e_tot_ev": -19670.3991, "smiles": "C=NN=C=O.Cl", "molar_mass_g_mol": 106.5, "lumo_energy_ev": -0.07, "e_above_lowest_ev": 2.1712}